1:
The following is a DFT calculation (ωB97M-V with the def2-TZVPD basis set) of 2 unconnected molecules or ions with the total composition C3H8FN2.

Computed properties:
HOMO level = -14.6 eV
spin multiplicity = 1
HOMO-LUMO gap = 10.6 eV
total charge = +1

Atoms and positions in Å:
C: 1.5455 0.0704 -1.0654
C: -1.6743 -0.4970 0.4997
C: -0.1893 1.1150 -0.3116
N: 1.7424 -0.6786 -0.0544
N: -0.4228 0.2463 0.6855
F: 2.3476 0.1990 -2.0750
H: -1.5614 -1.2044 -0.3012
H: -2.1619 -0.9841 1.4382
H: -2.3723 0.2342 0.0083
H: -0.6592 0.8592 -1.2529
H: 0.2289 2.1120 -0.0763
H: 2.4822 -1.3552 0.1717
H: -0.2117 0.6877 1.6730
H: 0.9063 -0.8042 0.6605


2:
The following is a DFT calculation (ωB97M-V with the def2-TZVPD basis set) of 2 unconnected molecules or ions with the total composition C3H8FN2.

Computed properties:
HOMO level = -14.3 eV
spin multiplicity = 1
HOMO-LUMO gap = 10.3 eV
total charge = +1

Atoms and positions in Å:
C: -2.1207 -0.1092 -0.9162
C: -1.7149 0.0104 0.3131
C: 1.0990 0.0670 -0.4909
N: 1.6153 -0.3554 0.6611
N: 1.1542 1.2807 -0.8995
F: -1.4127 1.2395 0.8262
H: -2.4624 -1.1527 -1.2995
H: -2.7637 0.5995 -1.3717
H: -1.1951 -0.8508 0.7416
H: 0.8412 -0.7532 -1.1616
H: 2.0584 0.1594 1.3937
H: 1.5418 -1.3248 0.7931
H: 0.5198 1.7083 -1.6638
H: 1.3800 1.9702 -0.1888


Stability comparison, relative energies in hartree: 1 0.0652; 2 0.0000


1:
The following is a DFT calculation (ωB97M-V with the def2-TZVPD basis set) of 2 unconnected molecules or ions with the total composition C6H7N3O.

Computed properties:
HOMO level (spin up / spin down) = -8.7 / -7.8 eV
spin multiplicity = 1
HOMO-LUMO gap (spin up / spin down) = 8.3 / 7.4 eV

Atoms and positions in Å:
C: 2.5680 0.6380 0.3654
C: 2.3925 -0.7770 0.4876
C: 1.3053 1.1241 0.1892
C: -2.7196 0.7328 0.5653
C: -1.7283 -1.1945 -0.0568
C: -0.8333 0.0755 -0.1886
N: 1.1295 -1.1328 0.3915
N: -1.5920 1.1715 0.2043
N: 0.4785 0.0495 0.2171
O: -2.9375 -0.5815 0.3581
H: 3.3575 1.3276 0.4139
H: 3.0154 -1.6299 0.6210
H: 0.7718 2.0146 0.0723
H: -3.5439 1.3907 0.9415
H: -1.7163 -1.6380 -1.0706
H: -1.4465 -1.7677 0.8199
H: -0.5186 0.7898 -2.0943


2:
The following is a DFT calculation (ωB97M-V with the def2-TZVPD basis set) of a single C6H7N3O molecule.

Computed properties:
SMILES string = Cc1cc2nccn2n1O
HOMO level = -7.9 eV
spin multiplicity = 1
HOMO-LUMO gap = 8.4 eV

Atoms and positions in Å:
C: 2.4377 -0.4521 0.7290
C: 1.1377 -0.0344 0.4031
C: 0.4920 0.9936 0.8821
C: -0.8871 1.0407 0.3671
N: -2.0322 1.4918 0.7327
C: -2.9288 0.8438 -0.0066
C: -2.2885 -0.1497 -0.7953
N: -0.9956 0.0123 -0.5560
N: 0.3846 -0.8303 -0.4887
O: 0.8549 -0.9497 -1.7829
H: 2.3910 -1.4823 1.1211
H: 3.0876 0.2998 1.2474
H: 2.9530 -0.5726 -0.3349
H: 0.8551 1.5793 1.6967
H: -3.9857 0.8774 0.2012
H: -2.7290 -0.8412 -1.5603
H: 1.2533 -1.8263 -1.8556


3:
The following is a DFT calculation (ωB97M-V with the def2-TZVPD basis set) of a single C6H7N3O molecule.

Computed properties:
SMILES string = C=C=Cc1nccn1NO
HOMO level = -8.3 eV
spin multiplicity = 1
HOMO-LUMO gap = 9.0 eV

Atoms and positions in Å:
C: 2.7858 -0.9620 1.4948
C: 1.9223 -0.4403 0.6390
C: 1.4508 0.0720 -0.3971
C: 0.1585 0.3582 -1.0079
N: 0.1271 0.7651 -2.3002
C: -1.1161 0.7220 -2.7350
C: -1.9285 0.2440 -1.7276
N: -1.1098 0.0527 -0.6536
N: -1.6582 -0.4529 0.5108
O: -1.4800 0.4769 1.6067
H: 3.3052 -0.4437 2.2665
H: 3.0723 -2.0347 1.2689
H: 2.2552 0.4074 -1.1532
H: -1.3890 0.8293 -3.8696
H: -3.0446 0.0975 -1.6242
H: -2.6784 -0.7469 0.5660
H: -0.9510 -0.0257 2.3293


Stability comparison, relative energies in hartree: 1 0.0266; 2 0.0000; 3 0.0456


1:
The following is a DFT calculation (ωB97M-V with the def2-TZVPD basis set) of 2 unconnected molecules or ions with the total composition C4H13N2O.

Computed properties:
HOMO level = -2.8 eV
spin multiplicity = 1
HOMO-LUMO gap = 7.0 eV
total charge = -1

Atoms and positions in Å:
C: 1.4892 -0.8342 0.8202
C: 1.5807 0.6745 0.9757
N: 0.4203 1.0799 1.7815
N: 2.6818 -1.3625 0.1441
H: 1.4015 -1.2472 1.8356
H: 0.5845 -1.0150 0.2378
H: 2.4995 0.9421 1.5082
H: 1.5430 1.1146 -0.0245
H: -0.4376 0.8641 1.2262
H: 0.3914 2.0580 2.0367
H: 3.4074 -1.6442 0.7835
H: 2.4914 -2.1224 -0.4823
C: -2.1527 0.6854 -1.2714
O: -1.1087 0.4152 -0.4482
C: -2.7726 -0.5959 -1.9068
H: -1.8564 1.3530 -2.1048
H: -3.0173 1.1767 -0.7725
H: -3.7766 -0.4469 -2.3283
H: -2.7855 -1.3802 -1.1466
H: -2.1369 -0.9622 -2.7229


2:
The following is a DFT calculation (ωB97M-V with the def2-TZVPD basis set) of 2 unconnected molecules or ions with the total composition C4H13N2O.

Computed properties:
HOMO level = -3.1 eV
spin multiplicity = 1
HOMO-LUMO gap = 7.4 eV
total charge = -1

Atoms and positions in Å:
C: -2.3966 0.4168 -0.6417
N: -1.1930 -0.0294 -1.3385
C: -0.3746 1.0903 -1.7450
N: 0.9361 0.6799 -2.2328
H: -3.0490 -0.4524 -0.5503
H: -2.1732 0.8271 0.3517
H: -2.8892 1.1823 -1.2437
H: -0.6200 -0.5957 -0.7154
H: -0.1608 1.7480 -0.8868
H: -0.8709 1.6832 -2.5236
H: 1.3655 0.2394 -1.4084
H: 0.7917 -0.0920 -2.8863
C: 1.7454 -0.7923 1.3491
O: 0.9189 -0.3784 0.3428
C: 0.9696 -0.9156 2.6701
H: 2.5813 -0.0658 1.4745
H: 2.2414 -1.7568 1.1217
H: 0.4911 0.0582 2.8093
H: 1.5342 -1.2241 3.5543
H: 0.1521 -1.6227 2.4992


Stability comparison, relative energies in hartree: 1 0.0076; 2 0.0000


1:
The following is a DFT calculation (ωB97M-V with the def2-TZVPD basis set) of a molecular structure, C3H5FS.

Computed properties:
HOMO level = -8.7 eV
spin multiplicity = 1
HOMO-LUMO gap = 8.4 eV

Atoms and positions in Å:
C: -1.2080 -0.3643 -0.4356
C: -0.1790 0.3817 0.4232
C: 1.1154 -0.2768 0.2475
H: -2.0455 0.4820 -0.6176
H: -0.1581 -0.4825 -1.4380
H: -1.3311 -1.3034 -0.0055
H: -0.0012 0.7873 1.6856
H: 1.4178 -1.2714 0.5446
F: -0.0937 1.6704 -0.1652
S: 2.4834 0.3771 -0.2390


2:
The following is a DFT calculation (ωB97M-V with the def2-TZVPD basis set) of a molecular structure, C3H5FS.

Computed properties:
HOMO level = -8.9 eV
spin multiplicity = 1
HOMO-LUMO gap = 8.1 eV

Atoms and positions in Å:
C: -0.0845 1.7370 -0.0248
C: 0.2020 0.1302 0.2043
C: -1.0354 -0.8407 0.2203
H: 0.0198 2.1032 1.4128
H: -1.8621 1.7085 -0.2112
H: 0.9135 2.3789 -0.8123
H: -0.5910 -1.4679 -0.4611
H: -0.9397 -1.1255 1.3124
F: -2.2663 -0.3256 -0.2432
S: 1.7727 -0.4266 -0.0907


Stability comparison, relative energies in hartree: 1 0.0000; 2 0.1206


1:
The following is a DFT calculation (ωB97M-V with the def2-TZVPD basis set) of a molecular structure, C5H15N3O.

Computed properties:
HOMO level = -6.8 eV
spin multiplicity = 1
HOMO-LUMO gap = 7.4 eV

Atoms and positions in Å:
C: -0.1332 1.3595 0.4027
C: 1.2544 0.8558 -0.0419
C: -1.4945 0.4874 -1.6928
C: -0.6652 -1.4032 -0.0871
C: 2.6893 -0.9775 0.6390
N: -1.2337 0.2316 -0.2770
N: 1.4676 -0.2594 0.8425
N: -2.4468 0.4363 0.4449
O: -0.2475 1.2207 1.7136
H: 0.7292 0.3243 1.8335
H: -0.4627 2.3069 -0.0392
H: -2.9862 -0.4292 0.4484
H: -2.1631 0.6683 1.3982
H: 1.2889 0.5943 -1.1100
H: 1.9535 1.6872 0.1655
H: -0.5614 0.4471 -2.2468
H: -1.9601 1.4649 -1.8099
H: -2.1739 -0.2653 -2.0976
H: 3.5703 -0.4391 1.0222
H: -0.5098 -1.6672 0.9524
H: 0.1598 -1.6463 -0.7456
H: -1.5946 -1.8747 -0.4251
H: 2.8877 -1.1714 -0.4246
H: 2.6321 -1.9511 1.1345


2:
The following is a DFT calculation (ωB97M-V with the def2-TZVPD basis set) of 2 unconnected molecules or ions with the total composition C5H15N3O.

Computed properties:
SMILES string = C[C@@H](N)CN.C=C(N)O
HOMO level = -8.1 eV
spin multiplicity = 1
HOMO-LUMO gap = 8.7 eV

Atoms and positions in Å:
C: 1.2192 1.5750 1.6119
C: 0.5967 1.1690 0.2847
N: 0.4542 2.3472 -0.5637
C: 1.4369 0.1428 -0.4658
N: 2.0000 -0.8716 0.4082
H: 2.1731 2.0687 1.4293
H: 0.5647 2.2643 2.1458
H: 1.3967 0.6955 2.2294
H: -0.4070 0.6753 0.4828
H: 0.0294 2.0897 -1.4509
H: -0.1588 3.0228 -0.1204
H: 0.7550 -0.3124 -1.2411
H: 2.2705 0.6694 -0.9444
H: 2.6254 -1.4754 -0.1191
H: 1.2574 -1.4593 0.7673
C: -2.2225 -0.5089 0.2075
C: -1.5874 -1.4728 -0.4798
N: -1.5929 -1.5918 -1.8583
O: -0.9780 -2.5421 0.1278
H: -2.8218 0.2191 -0.3052
H: -2.2964 -0.5431 1.2803
H: -2.4184 -1.2432 -2.3178
H: -1.2869 -2.4947 -2.1927
H: -1.0094 -2.4234 1.0840


Stability comparison, relative energies in hartree: 1 0.1349; 2 0.0000


1:
The following is a DFT calculation (ωB97M-V with the def2-TZVPD basis set) of 2 unconnected molecules or ions with the total composition CH2F2S2.

Computed properties:
HOMO level (spin up / spin down) = -8.8 / -8.8 eV
spin multiplicity = 1
HOMO-LUMO gap (spin up / spin down) = 9.2 / 7.1 eV

Atoms and positions in Å:
C: 2.3529 0.2015 -0.4048
F: 3.4060 0.8033 -0.9539
F: 2.0395 0.6605 0.8032
S: -0.8440 1.3304 0.3365
S: -0.9803 -0.0548 -1.0070
H: 2.2467 -0.8891 -0.5779
H: -0.1541 0.4724 1.2608


2:
The following is a DFT calculation (ωB97M-V with the def2-TZVPD basis set) of 2 unconnected molecules or ions with the total composition CH2F2S2.

Computed properties:
HOMO level (spin up / spin down) = -8.8 / -8.5 eV
spin multiplicity = 1
HOMO-LUMO gap (spin up / spin down) = 9.3 / 7.0 eV

Atoms and positions in Å:
C: 0.6635 1.3502 0.7834
F: 0.3684 1.3002 -0.4692
F: -0.3799 1.0524 1.5134
S: -1.1198 -1.2717 -1.1348
S: -0.2414 -2.1724 0.3432
H: 1.3342 2.1259 1.0500
H: -0.0488 -1.2189 -1.9457


Stability comparison, relative energies in hartree: 1 0.0031; 2 0.0000